ORCA calculation (ωB97M-V with the def2-TZVPD basis set) on a structure of composition C32H56AlB2IN13O3 in a non-equilibrium geometry.

XYZ file:
```
108
Properties=species:S:1:pos:R:3
C -3.28537 9.19385 -0.85347
C 0.85014 2.53765 3.56335
I -3.78234 -6.20821 1.32089
C -4.53507 -2.17982 2.60572
C 0.46704 5.95950 6.28858
H 4.95171 -5.42502 -5.51808
H -3.07405 -1.03762 3.58262
O -0.25046 -6.25600 -1.64844
H 0.69389 3.62015 -3.23196
C 2.15794 5.10210 -3.07859
C 0.07463 7.33206 6.57168
H 2.18898 -0.20056 -1.45271
H 1.17127 1.60157 1.72313
H -0.75491 -6.64437 -0.93011
H -3.99243 -0.18937 2.32604
Al -0.85030 -3.70905 -0.07732
H -4.38095 8.00522 -2.17333
H -6.36298 2.69381 1.89922
N 0.54227 3.44621 4.17065
O 0.52314 -0.87620 -0.54534
C 0.29939 -9.68421 -1.95805
H 2.11595 -6.28124 0.59212
C -0.22048 -9.77033 -3.30946
H -5.16495 8.31751 -0.61335
N 0.69972 -9.59844 -0.90060
C 1.97195 -5.16653 -1.22570
H 1.43852 5.75715 6.73254
C 0.54732 -5.97238 2.95800
H 2.16396 -5.49042 -2.24315
H 3.72234 2.81730 -2.58774
H 2.28750 1.12906 3.01299
C 4.76848 -4.52801 -3.64175
H 1.12540 8.39484 -0.68564
H 1.40548 8.51444 -2.43050
C 0.64297 8.44625 -1.65815
C -5.73720 3.57040 1.75176
C -3.98117 -5.29984 -0.62663
N 1.15982 -5.03865 2.77993
H -4.69124 3.26952 1.78117
H -2.46533 2.58727 -1.82595
N -5.33523 -2.98400 2.60770
H -0.26458 5.27268 6.70423
N 3.71595 1.17709 0.04440
H -0.80013 2.16630 -1.38939
C -2.17925 2.03717 0.16494
C 1.25361 1.38090 2.78238
H -0.77461 -7.45643 2.27881
H 5.43160 2.59375 -2.17803
H 3.67321 -5.93402 -0.09262
H 4.55915 6.10069 2.29742
C -2.54718 -3.31300 -1.20986
O 0.26527 -1.47191 1.71135
C -0.23345 -7.17771 3.18018
C -3.82856 -3.77169 -0.52296
B 0.39829 -5.13797 -1.04930
H -0.97962 -10.54703 -3.36349
H 0.52597 5.79901 5.21714
H -0.94884 -7.00471 3.98071
H 6.06681 -6.03285 -4.28056
H 0.58585 -10.00730 -3.99935
H 0.43340 -7.98928 3.46380
H -5.92854 4.28516 2.54840
H 1.15811 -1.13082 1.83334
N 6.12395 4.57485 0.06366
H 2.51811 -1.41393 -0.30144
C -3.53007 -1.13169 2.59987
H 0.61449 0.53318 3.01516
N 3.02763 5.57697 -2.52543
C 4.45375 5.06763 1.97578
H 3.43767 4.90213 1.62440
N 4.52158 -3.63654 -2.98702
B 0.07570 -1.84568 0.37830
C 5.05299 -5.68762 -4.46785
C -1.70446 2.66758 -1.05357
H 4.65281 4.40644 2.81535
H -1.38858 -4.31166 1.33066
H 1.33628 4.20521 -4.77782
H -3.19976 -5.67048 -1.25029
H -4.95831 -5.55258 -0.97127
H 2.60972 -7.16523 -0.79097
H -1.49298 3.71885 -0.86532
C 1.03565 4.49886 -3.77397
C 1.81654 -1.11467 -1.05560
H 0.22477 5.21403 -3.83396
N -0.23120 8.40249 6.79115
H -2.75614 -1.37256 1.87099
H -2.43157 -3.82201 -2.15616
H 2.45669 -4.22161 -1.08065
C -4.21774 8.10793 -1.10372
C -6.03098 4.17672 0.46466
C 4.06589 1.91595 -0.74278
H 1.81070 -1.88150 -1.80516
N -6.25942 4.64818 -0.54131
H -3.78750 -3.53112 0.51077
H -4.69032 -3.25312 -0.91518
N -0.79746 6.33103 -2.02899
C 2.66329 -6.20458 -0.31977
H 4.48433 3.84575 -1.38062
N -2.55159 10.03530 -0.65823
H 4.35302 -6.48475 -4.22796
N -2.55215 1.54414 1.11669
H 0.00556 9.32769 -1.69553
H -2.65667 -2.25827 -1.37421
H -3.81065 7.17870 -0.71491
C 4.45227 2.85024 -1.78292
C -0.16532 7.26005 -1.86622
H -0.66040 -8.81428 -3.58508
C 5.39203 4.79027 0.90292
```

2S+1: 1
Calculated total energy (hartree): -2780.2758
Charge: -1
Gap between HOMO and LUMO (eV): 5.51
Lowest unoccupied orbital energy (eV): 1.577
E_HOMO (Eh): -0.145

ORCA calculation (ωB97M-V with the def2-TZVPD basis set) on a cluster of 4 separate species, C32H56F2N6O6P in total in a non-equilibrium geometry.

XYZ file:
```
103
Properties=species:S:1:pos:R:3
C -1.26538 1.15378 -3.02616
H 4.73578 4.33913 -2.88007
N 8.99185 3.65692 -4.28258
N 6.62814 6.85269 -3.07603
H -0.95584 2.15659 2.32009
C 0.17166 5.12248 3.39197
C -5.12555 -0.01268 -0.76421
H -5.77378 -0.68629 -1.33032
H -1.46264 0.89608 1.02582
C 0.28026 1.14108 -3.04227
H -4.26496 0.80538 -2.53666
H -1.32318 -1.01051 -3.41704
H -5.34003 -4.52415 3.07592
H -3.42985 1.24393 -1.05445
O 0.87486 0.34772 -0.78026
O 5.38778 -0.85872 -1.19616
C -5.11802 0.45997 1.72931
C -4.90615 -2.56509 3.77360
O 5.10649 -1.93830 1.72156
C -4.32833 -4.60347 -0.42862
H -1.62746 1.76627 -3.85137
H 0.37192 2.22601 -1.23946
C 8.72759 2.98402 -3.39137
H 0.80599 -3.37052 -1.07020
H -3.84998 -0.90825 0.72014
C -0.73918 1.25962 1.75221
H -4.71414 -5.70207 1.36266
C -5.11626 -0.05820 3.18799
C -2.00750 -0.20794 -3.13416
H 6.08122 4.03740 -1.76937
H 0.68287 0.24805 -3.52618
C -4.89343 -0.59527 0.64623
H -4.81270 0.79334 3.80221
C -3.66222 -3.92772 1.93536
F 6.12976 0.85079 -0.05898
H 8.48663 1.08045 -2.54596
C 2.09045 4.06840 -1.74491
C -3.89392 -5.10372 0.95699
C 5.21953 -0.13092 -0.27907
H 3.67801 -2.51102 -0.42066
C -3.89621 0.41056 -1.58556
H 1.89949 -1.76584 1.66541
N -0.62577 2.92400 4.53913
O 2.75500 -3.89714 0.80056
H 2.53607 1.16009 2.32557
H -2.10163 -0.64979 -1.02826
C 1.86599 -3.31587 -1.31864
H -3.01236 -5.73579 0.87670
H -6.11257 0.89031 1.56872
H 2.81482 -0.54218 -1.23539
H 2.92420 1.15097 -2.59325
F 3.94096 -0.52483 2.90217
H -5.70519 0.90481 -0.62065
H 7.36824 2.30839 -1.93953
N 2.02714 -2.50572 -2.54782
H 0.88305 -1.69413 0.27110
H 0.56595 1.99462 -3.66675
P 2.47022 0.06509 -0.00417
H -5.94134 -2.30588 4.01247
H 1.12314 -2.23884 -2.91770
H -4.49916 -3.01303 4.68188
H -5.73992 -3.28272 1.92290
H -3.40281 -1.31189 2.71928
C 0.46165 0.59173 1.97620
H 3.69148 -4.00193 0.99368
H -6.12055 -0.31854 3.52687
C 5.36712 4.78268 -2.11404
H -3.65944 -3.80021 -0.73976
H -4.28921 -5.40609 -1.16383
C 4.45477 -0.92956 1.74018
C 2.41896 1.79701 -1.86622
C 8.39202 2.12575 -2.25952
C 1.77903 1.06786 1.53762
H -2.87494 -4.15749 2.65100
C -4.16072 -1.23132 3.49261
H 4.74536 5.08985 -1.27519
H -5.33862 -4.19569 -0.38066
H -3.38371 -3.06824 1.32346
C 1.92487 -1.63901 0.58338
H 2.16830 -4.34447 -1.52879
H -1.60547 1.62761 -2.10368
H 9.06515 2.32991 -1.42915
H -5.51819 -1.47485 0.78878
C -0.28498 3.89676 4.03534
O 3.01485 1.60954 -0.62900
H -3.17126 -1.64629 -1.97224
H -2.75574 -0.12481 -3.92869
H 0.43742 -0.36411 2.50644
H 1.62955 2.06947 1.13488
H -3.61269 -0.98447 4.40336
C 2.66271 -2.78133 -0.13329
H 0.29719 4.94751 2.32410
N 2.62129 3.17245 -2.38110
H -4.38705 1.26109 1.61809
C 0.94619 1.39747 -1.69995
C -4.97175 -3.59017 2.63502
C 6.07615 5.93968 -2.65328
O 1.58086 5.00673 -1.27991
H -0.55964 5.91455 3.54197
N 4.20916 -0.10007 0.67352
C -2.79629 -0.62462 -1.87582
H 1.12482 5.42957 3.81802
H 2.44368 -3.07441 -3.27411
```

2S+1: 1
Calculated total energy (hartree): -2573.9247
Charge: -1
Gap between HOMO and LUMO (eV): 6.71
Lowest unoccupied orbital energy (eV): 2.389
E_HOMO (Eh): -0.159

ORCA calculation (ωB97M-V with the def2-TZVPD basis set) on a cluster of 3 separate species, C32H57BN4O8 in total in a non-equilibrium geometry.

XYZ file:
```
102
Properties=species:S:1:pos:R:3
C -4.82153 1.08046 3.33130
H 2.17409 5.25462 -2.80849
O 4.53238 -2.18438 4.14318
H -7.17496 4.57463 4.01750
H 0.89470 4.65325 -5.44379
H 0.80763 6.60889 -4.58975
C 4.74109 -0.71805 1.96370
C -3.24072 -2.49027 -0.19589
N -2.44579 -1.57440 -1.04764
C 2.27112 -4.19361 -2.35044
H -1.42689 -2.45832 -3.31964
N 3.45318 1.76122 3.43388
H 1.69510 0.87140 4.15652
C -0.67146 -0.86299 0.40374
H -4.61612 0.05225 3.64132
H 3.78467 4.61917 -2.61333
C -2.47309 3.33816 1.65433
O -3.86368 3.51130 1.83471
H -0.98468 6.57730 -4.51987
H 0.83100 2.23131 0.49331
H -7.83085 2.94842 4.22874
H -3.85041 1.55619 3.18963
H -1.45514 -0.39310 1.02137
H 4.44689 -7.74284 -1.04346
H 1.45911 2.30398 -4.92800
H -3.85377 -1.93699 0.55264
H 1.74040 -4.43539 -3.28855
N 3.01182 -1.33914 0.35558
H 5.03041 -5.45087 -0.70790
H 4.48730 -4.20220 -2.58442
C 3.26499 -0.73853 1.50882
H -1.98196 3.51459 2.61122
C -1.05783 -1.52917 -0.74767
H 1.70743 -4.66014 -1.52129
O -0.03963 4.97938 -3.60823
H 2.96717 -7.26298 -0.03856
C 0.69982 -0.76766 0.84859
H -4.04955 2.23676 0.19588
C 3.66645 -4.93321 -2.41257
C -0.80654 -5.53171 -2.42242
H -6.45123 1.83355 0.54395
H -2.09699 4.05736 0.91995
H 3.30592 2.39129 4.21220
O -5.50987 0.96298 2.09054
H -1.88039 -3.08924 1.43081
H -3.10802 -4.30085 1.06872
H 2.67070 4.43982 -0.49634
H -5.05714 1.61893 5.39391
H 5.37035 -0.77331 1.04813
O 1.01031 3.46000 -1.15521
H 0.31155 -2.81659 -3.62863
H -7.11832 3.82054 5.62522
C -7.03812 3.63275 4.54959
C 0.72057 2.19450 -0.59542
C -4.64836 2.91626 0.81160
C 2.63279 0.55279 3.64026
C -2.43007 -3.56227 0.58661
C -0.83037 -4.32922 -2.55193
H -1.67959 -4.09983 -0.02277
H 3.28222 2.20352 2.53870
C -0.50432 -2.87710 -2.88056
H 2.45589 -2.12592 -3.05820
H 3.70414 -2.68808 4.09117
H -5.02168 3.72361 0.17171
O 2.60533 3.45274 -3.74549
C 3.96881 -5.57308 -0.99855
C 2.43372 -2.66222 -2.08005
C -5.60843 1.74096 4.45215
O -5.75689 3.13451 4.22774
H 4.97606 -3.85188 2.12828
H 3.09829 -0.18636 4.32793
C 2.72941 4.33218 -2.63337
C 3.56163 -7.09037 -0.95390
H -0.31116 1.94151 -0.83987
H 0.83500 2.46049 -3.30371
C 1.68362 -1.36504 0.01664
H 2.89316 -7.28901 -1.82141
H -2.62430 -1.71609 -2.03219
C -0.03409 -2.14595 -1.60583
C 2.20898 -0.12150 2.31216
H 3.69150 -5.68896 -3.22206
C 1.30099 3.01924 -4.11638
H 5.02332 0.22115 2.47422
H -3.97942 -3.03891 -0.82301
B 4.98884 -2.04697 2.81295
O 5.64272 -3.15449 2.23639
H -2.23049 2.32053 1.32897
H -6.58154 1.24561 4.54454
N 0.91682 -0.10020 2.02826
C -5.83230 2.15770 1.38547
H 3.43734 -2.52838 -1.63573
C 1.31332 -2.04636 -1.21761
C 2.39862 3.72470 -1.28144
H -0.52209 3.63754 -5.06205
H -0.02627 6.93843 -3.06813
H -6.46992 2.80213 1.99216
H -0.88270 -6.60913 -2.52300
H 3.36222 -5.00160 -0.26032
H 1.36873 1.41190 -1.00594
C -0.06195 6.34145 -3.97990
C 0.37951 4.10652 -4.64601
H 2.99147 2.81440 -1.13995
```

2S+1: 1
SMILES: C#CCc1c(NCC)cc2nc(CN)c(CB(O)O)nc2c1CCCCC.COCCOCCOC.COCCOCCOC
Calculated total energy (hartree): -2099.1620
Gap between HOMO and LUMO (eV): 8.02
Lowest unoccupied orbital energy (eV): -0.211
E_HOMO (Eh): -0.303

ORCA calculation (ωB97M-V with the def2-TZVPD basis set) on a structure of composition C32H57EuN2O2P2 in a non-equilibrium geometry.

XYZ file:
```
96
Properties=species:S:1:pos:R:3
H 1.92916 4.36204 -1.97518
H 2.92455 -0.34370 -4.63418
H -2.42431 -3.71511 2.41817
C -0.42466 2.69675 -1.97198
H 2.67078 -3.94355 -2.14024
H -3.67390 3.45089 0.60792
C -2.00272 -3.04517 1.65279
C 5.27623 -0.64856 -2.10734
C -2.20475 1.71233 -3.44540
H 1.83769 2.63866 2.03564
H 2.66558 1.79418 0.68951
C -0.07767 -4.62983 1.24788
C -1.53768 3.73284 0.50305
C -2.81353 2.95129 0.13701
C -2.26181 -4.87429 -0.01366
H 0.39966 -5.34262 0.56002
N -1.27228 0.35707 -1.68694
H -1.55744 5.12272 -1.20399
H 5.43647 1.35098 -4.01246
P -0.58570 -2.66536 -0.69361
H -2.13769 2.65072 -3.99392
C 3.75013 -0.82468 -4.09410
H 2.56017 2.70822 -1.67614
C -1.49013 -0.04125 3.59404
H 3.42401 4.12595 -1.04935
H 2.50716 5.50255 0.78200
H -2.99069 2.94264 -0.94422
N 2.12250 0.09753 -1.14638
C -1.99113 -1.99296 -1.49700
H 4.84216 2.03147 -2.48404
C 2.35368 -0.88260 2.20153
H -2.79254 1.91389 0.49806
H 0.12860 0.35315 4.94371
C 1.98022 -3.51189 -1.39736
H -0.90349 5.83390 0.29649
P -0.04139 2.79840 -0.16912
H -1.29528 -0.41680 5.68182
H -2.88128 -2.61679 -1.61285
C 4.56877 1.40934 -3.34380
H 0.88887 -1.52610 -3.02825
H 2.34937 -2.50961 -1.12707
H -3.14447 -4.35748 -0.40480
C 0.06157 -4.84185 -2.40671
H -0.96461 -4.80092 -2.79817
H -0.51544 4.32016 2.37965
H 5.52805 -0.05437 -1.22018
C -2.11009 -0.68169 -2.06417
H -0.44954 -5.20275 2.11101
C 1.49957 5.09272 0.60747
H -3.79420 -1.28591 -3.25170
H -2.29006 4.27574 2.45522
C -2.96502 0.05110 3.75798
C -1.34877 1.52055 -2.36275
H -2.83641 -2.47997 1.21011
H 0.52921 2.58098 -2.51430
H 3.42900 -1.82812 -3.78291
H -0.19257 -1.37077 4.65651
H 2.01195 -4.13925 -0.49400
O 3.25397 -1.30791 2.77628
C 4.14589 0.01692 -2.88567
H -3.21639 0.89782 4.41518
H -1.33943 -2.33496 2.16701
C 0.55343 -2.54822 -3.25182
H 1.23066 -2.97262 -4.01077
C -3.09895 -0.46861 -3.05751
H 0.11244 -5.57004 -1.58587
C -1.26459 -3.88926 0.59887
H 1.01267 5.73930 -0.13419
H 0.70942 -5.22130 -3.21396
O -0.94709 0.15458 2.46965
H -0.45220 -2.49658 -3.68981
C 2.42252 3.70755 -1.24107
H 6.17896 -0.73949 -2.72590
H -1.83272 -5.49357 -0.80831
C -3.12982 0.71670 -3.76446
H -1.35417 2.75687 2.45841
C 1.64737 3.66017 0.08271
H -3.33639 -0.86091 4.24555
H -3.84945 0.88292 -4.56236
C -1.40416 3.77390 2.03811
C -1.64241 5.13709 -0.10983
C 2.41119 2.78383 1.10527
H 4.98230 -1.65522 -1.78329
H 0.69152 -3.93353 1.61519
C -0.66713 -0.38557 4.78506
H 3.75097 1.89655 -3.88821
H 4.59383 -0.93664 -4.78697
H -0.87150 3.64439 -2.31660
H 0.96326 5.14470 1.56347
H -2.59583 -5.54718 0.79016
Eu 0.18676 -0.07059 0.43140
C 2.95357 0.13025 -1.97114
H -2.63514 5.54359 0.13300
H -3.46001 0.18754 2.78898
H 3.35577 3.28087 1.37053
C 0.55987 -3.44884 -2.00578
```

2S+1: 8
ΔE to the lowest compared entry with this formula, charge and spin (kcal per mole): 0.0
Calculated total energy (hartree): -2906.3864
Charge: +1
Gap between HOMO and LUMO (spin up / spin down) (eV): 5.36 / 5.42
Lowest unoccupied orbital energy (spin up / spin down) (eV): -2.695 / -2.650
E_HOMO (spin up / spin down) (Eh): -0.296 / -0.297

The highest calculated total energy belongs to which entry? C32H57BN4O8

Which formula does entry 1 have? C32H56AlB2IN13O3

Among the records above, which one has the highest 2S+1? C32H57EuN2O2P2